Record 1
Molecular formula: C5H9N4O
Method: DFT, wB97M-V/def2-TZVPD

The energy above the lowest of the compared OMol25 structures with the same formula, charge and spin is 3.233 eV. As for the SMILES: Nc1nc(C[C@@H]2CO2)[nH][nH+]1. The HOMO-LUMO gap is 9.8 eV. The calculation puts the LUMO energy at -3.626 eV. The calculation puts the HOMO energy at -13.474 eV. For the maximum force, the calculation gives 3.571 eV/A. Its total charge is +1.

```
19
C5H9N4O, DFT wB97M-V/def2-TZVPD
N -3.217 0.002 0.340
C -2.006 0.077 -0.268
N -0.931 0.592 0.393
C 0.040 0.525 -0.515
C 1.454 0.961 -0.286
C 2.120 -0.358 0.329
C 1.719 -0.638 1.809
O 3.074 -0.145 1.328
N -0.365 -0.005 -1.668
N -1.660 -0.294 -1.490
H -3.882 0.748 0.192
H -3.470 -0.735 0.981
H 1.565 1.719 0.493
H 2.007 1.174 -1.211
H 2.236 -1.233 -0.333
H 1.680 0.176 2.532
H 1.721 -1.706 2.034
H 0.207 -0.158 -2.491
H -2.295 -0.702 -2.169
```

=====

Record 2
Molecular formula: C33H36BF9N3OP2TeTi
Method: DFT, wB97M-V/def2-TZVPD

The energy above the lowest of the compared OMol25 structures with the same formula, charge and spin is 1.125 eV. The HOMO-LUMO gap (spin up / spin down) is 7.8 / 8.1 eV. The calculation puts the LUMO energy (spin up / spin down) at -0.270 / 0.013 eV. The calculation puts the HOMO energy (spin up / spin down) at -8.076 / -8.074 eV. For the maximum force, the calculation gives 5.909 eV/A. Its spin multiplicity is 2.

```
87
C33H36BF9N3OP2TeTi, DFT wB97M-V/def2-TZVPD
Ti -0.636 0.297 0.046
C 0.652 2.046 2.558
P -1.110 1.509 2.371
C -1.431 0.759 4.013
C -0.493 -0.113 4.568
C -0.745 -0.722 5.789
C -1.937 -0.478 6.454
C -2.882 0.371 5.897
C -2.637 0.981 4.676
C -2.012 3.089 2.510
C -3.220 3.230 1.834
C -3.939 4.412 1.915
C -3.443 5.469 2.662
C -2.229 5.343 3.323
C -1.518 4.156 3.256
C 1.572 1.027 1.965
C 2.877 0.742 2.282
C 3.351 -0.156 1.291
C 2.308 -0.392 0.432
C 2.315 -1.112 -0.884
P 1.559 0.067 -2.065
C 1.805 -0.137 -3.835
C 1.297 0.892 -4.624
C 1.455 0.838 -5.999
C 2.115 -0.237 -6.578
C 2.632 -1.252 -5.784
C 2.487 -1.203 -4.408
C 2.504 1.584 -1.733
C 3.814 1.605 -2.212
C 4.623 2.704 -1.982
C 4.124 3.796 -1.285
C 2.818 3.786 -0.823
C 2.009 2.682 -1.041
N 1.192 0.321 0.840
H 0.743 2.988 2.007
H 0.902 2.229 3.603
H 0.451 -0.287 4.060
H -0.007 -1.385 6.221
H -2.131 -0.950 7.408
H -3.814 0.566 6.412
H -3.377 1.643 4.244
H -3.595 2.411 1.232
H -4.875 4.516 1.382
H -3.998 6.396 2.723
H -1.827 6.177 3.884
H -0.583 4.061 3.793
H 3.447 1.156 3.099
H 4.340 -0.580 1.215
H 3.344 -1.302 -1.196
H 1.792 -2.065 -0.855
H 0.765 1.715 -4.158
H 1.062 1.634 -6.618
H 2.220 -0.296 -7.653
H 3.137 -2.093 -6.239
H 2.876 -2.002 -3.791
H 4.190 0.759 -2.778
H 5.640 2.714 -2.351
H 4.754 4.660 -1.115
H 2.420 4.646 -0.298
H 0.990 2.690 -0.689
N -1.011 -1.446 1.341
C -2.359 -2.086 1.375
C -3.460 -1.045 1.575
C -3.880 -0.271 0.316
N -2.737 0.153 -0.533
H -0.336 -2.177 1.060
H -0.770 -1.197 2.296
H -2.400 -2.810 2.190
H -2.522 -2.652 0.461
H -3.120 -0.344 2.341
H -4.342 -1.548 1.971
H -4.433 0.612 0.638
H -4.550 -0.884 -0.282
H -2.938 1.082 -0.914
H -2.775 -0.430 -1.354
F -0.964 2.772 -2.500
B -1.619 3.231 -1.384
F -2.977 2.940 -1.407
F -1.339 4.513 -1.043
F -1.081 2.354 -0.199
F 0.104 -3.322 -0.293
Te -1.019 -2.103 -1.599
F -1.523 -1.414 -3.319
F -3.047 -2.424 -1.644
F -1.244 -3.835 -2.319
F 0.614 -2.321 -2.635
O 0.055 0.248 -1.745
```

=====

Record 3
Molecular formula: C4H8N2O
Method: DFT, wB97M-V/def2-TZVPD

The energy above the lowest of the compared OMol25 structures with the same formula, charge and spin is 6.558 eV. As for the SMILES: C[C@]12ON1[C@@]2(C)N. The HOMO-LUMO gap is 8.6 eV. The calculation puts the LUMO energy at 0.875 eV. The calculation puts the HOMO energy at -7.754 eV. For the maximum force, the calculation gives 5.523 eV/A.

```
15
C4H8N2O, DFT wB97M-V/def2-TZVPD
C -1.137 1.485 -0.495
C 0.709 -0.859 -1.140
C -0.610 0.559 0.553
C 0.327 -0.550 0.276
N 0.418 -1.615 1.216
N 0.637 0.837 1.206
O -0.580 1.153 1.921
H 1.303 -2.113 1.159
H 0.366 -1.221 2.159
H -1.749 0.933 -1.215
H -1.738 2.277 -0.042
H -0.339 1.979 -1.060
H 0.931 0.043 -1.716
H 1.576 -1.526 -1.179
H -0.112 -1.381 -1.643
```

=====

Record 4
Molecular formula: C9H19BeNP
Method: DFT, wB97M-V/def2-TZVPD

The energy above the lowest of the compared OMol25 structures with the same formula, charge and spin is 0.000 eV. The HOMO-LUMO gap (spin up / spin down) is 2.5 / 2.5 eV. The calculation puts the LUMO energy (spin up / spin down) at 2.746 / 2.743 eV. The calculation puts the HOMO energy (spin up / spin down) at 0.280 / 0.279 eV. For the maximum force, the calculation gives 2.102 eV/A. Its total charge is -1.

```
31
C9H19BeNP, DFT wB97M-V/def2-TZVPD
C 0.862 0.272 -2.201
Be -0.274 0.772 -0.360
N -0.492 -0.842 0.212
H 1.199 -0.679 -1.771
H 0.385 -1.322 0.432
H -1.249 1.378 0.310
H 0.733 0.090 -3.276
H 1.636 1.041 -2.122
H -0.167 0.651 -1.905
H -0.993 -0.761 1.097
H -1.036 -1.452 -0.404
C 2.410 2.995 0.323
P 1.542 1.476 0.822
C 2.879 0.245 1.013
C 0.920 1.795 2.513
C 1.608 1.339 3.648
C 1.022 1.447 4.913
C -0.283 1.936 5.045
C -0.982 2.360 3.915
C -0.350 2.381 2.675
H 2.769 2.901 -0.712
H 3.263 3.202 0.984
H 1.705 3.835 0.377
H 3.730 0.641 1.585
H 2.517 -0.660 1.525
H 3.248 -0.048 0.019
H 2.598 0.890 3.545
H 1.581 1.130 5.796
H -0.754 1.975 6.027
H -2.023 2.677 4.001
H -0.865 2.808 1.811
```

=====

Record 5
Molecular formula: C9H7IN2OS
Method: DFT, wB97M-V/def2-TZVPD

The HOMO-LUMO gap (spin up / spin down) is 7.1 / 7.1 eV. The calculation puts the LUMO energy (spin up / spin down) at -0.667 / -0.665 eV. The calculation puts the HOMO energy (spin up / spin down) at -7.739 / -7.739 eV. For the maximum force, the calculation gives 6.779 eV/A.

```
21
C9H7IN2OS, DFT wB97M-V/def2-TZVPD
C -0.018 3.573 -0.372
C 0.619 2.325 -0.408
C -1.182 3.497 0.329
C -0.118 1.281 0.180
C 1.770 -2.229 -0.094
C 0.139 -0.050 0.341
C 1.848 -0.909 0.184
C -0.800 -0.993 0.594
C 0.483 -2.974 -0.035
N -2.982 -1.150 1.257
N -2.050 -0.473 0.771
O -0.608 -2.351 0.628
S -1.615 1.887 0.862
I 3.518 0.164 0.761
H 0.581 4.341 -0.960
H 1.643 2.267 -0.887
H -2.014 4.133 0.506
H 2.588 -2.813 -0.036
H 0.364 -3.150 -1.101
H 0.712 -3.944 0.466
H -3.932 -0.601 1.148
```

=====

Record 6
Molecular formula: C22H42F6KN3O9P
Method: DFT, wB97M-V/def2-TZVPD

The HOMO-LUMO gap is 5.9 eV. The calculation puts the LUMO energy at 1.871 eV. The calculation puts the HOMO energy at -4.077 eV. For the maximum force, the calculation gives 2.748 eV/A. Its total charge is -1.

```
84
C22H42F6KN3O9P, DFT wB97M-V/def2-TZVPD
K 0.435 1.357 -0.512
C 2.247 4.094 -1.843
O 3.015 2.852 -1.894
O 0.960 3.863 -1.910
C 2.767 4.742 -0.527
F 2.666 3.860 0.504
F 4.035 5.249 -0.527
F 1.979 5.810 -0.205
C 3.364 2.422 -3.199
C 4.122 1.114 -3.071
H 4.059 0.614 -4.047
H 5.201 1.178 -2.905
H 3.718 0.411 -2.344
H 4.024 3.141 -3.698
H 2.426 2.345 -3.751
H 2.596 4.714 -2.692
C -3.190 0.366 -2.455
O -3.185 -0.648 -3.480
O -1.955 0.660 -2.084
C -4.042 1.583 -2.867
F -3.897 2.561 -1.969
F -3.724 2.048 -4.084
F -5.363 1.313 -2.919
C -4.256 -1.552 -3.416
C -4.302 -2.314 -4.732
H -5.142 -3.018 -4.731
H -4.416 -1.678 -5.609
H -3.410 -2.919 -4.910
H -5.226 -1.046 -3.321
H -4.269 -2.228 -2.552
H -3.736 -0.102 -1.605
O -0.561 1.141 1.948
P -1.660 0.380 2.574
N -3.195 1.053 2.524
C -4.259 0.594 3.420
C -3.771 1.404 1.228
N -1.412 0.189 4.229
C -0.234 -0.612 4.621
C -1.536 1.464 4.960
N -1.855 -1.160 1.944
C -2.670 -2.155 2.614
C -1.341 -1.582 0.652
H -4.702 1.464 3.926
H -3.888 -0.051 4.214
H -5.104 0.181 2.865
H -2.993 1.789 0.561
H -4.539 2.171 1.321
H -4.171 0.531 0.698
H -0.556 -1.652 4.700
H 0.536 -0.497 3.856
H 0.131 -0.328 5.605
H -1.201 1.298 5.983
H -0.964 2.252 4.462
H -2.576 1.782 5.051
H -2.639 -1.957 3.688
H -3.710 -2.216 2.279
H -2.214 -3.142 2.485
H -1.203 -0.786 -0.088
H -1.921 -2.351 0.142
H -0.319 -1.960 0.775
O 1.093 -1.092 -1.503
C 1.771 -2.048 -1.307
O 3.086 -2.093 -1.616
C 3.582 -3.447 -1.701
C 2.304 -4.278 -1.625
C 1.328 -3.446 -0.838
H 4.233 -3.597 -0.841
H 4.066 -3.632 -2.655
H 2.419 -5.260 -1.159
H 1.895 -4.436 -2.624
H 1.450 -3.503 0.244
H 0.295 -3.584 -1.142
O 1.699 -0.803 1.602
C 2.788 -0.326 1.424
O 2.927 0.829 0.727
C 4.311 1.192 0.609
C 5.011 0.419 1.727
C 4.094 -0.749 2.018
H 4.361 2.271 0.725
H 4.731 0.982 -0.374
H 5.321 1.018 2.581
H 5.943 0.099 1.250
H 3.918 -0.889 3.083
H 4.398 -1.664 1.509
```